A cluster of 13 separate species, C50H89O19 in total in a non-equilibrium geometry, computed with ωB97M-V with the def2-TZVPD basis set.

```
158
Properties=species:S:1:pos:R:3:forces:R:3
C -0.521 -1.341 -0.008 0.842 0.153 0.037
C -0.332 0.181 0.182 -0.590 -1.599 -0.349
O 0.603 0.570 1.108 -0.839 -0.077 -0.670
H 0.461 -1.747 -0.252 0.073 -0.344 0.403
H -1.122 -1.618 -0.874 -0.307 0.405 0.052
H -0.951 -1.821 0.871 0.181 -0.029 0.066
H -1.342 0.529 0.394 -0.224 0.839 0.844
H -0.227 0.615 -0.812 0.750 0.626 -0.206
C 0.916 -1.100 -4.104 1.414 1.129 -0.443
C 2.206 -1.736 -4.530 1.019 -0.798 -1.572
C 1.679 -3.110 -4.923 0.607 -0.319 -0.462
O 0.692 -3.406 -3.965 -1.209 -0.183 0.981
C 0.315 -2.205 -3.285 0.441 1.008 -0.340
H 0.399 -0.866 -5.035 -0.562 -0.075 0.182
H 1.145 -0.155 -3.612 -0.472 0.030 0.423
H 3.002 -1.802 -3.789 -0.329 -0.086 0.498
H 2.703 -1.290 -5.391 -0.215 0.323 -0.099
H 2.424 -3.903 -4.989 0.177 -0.070 0.649
H 1.234 -3.170 -5.917 -0.234 0.645 -0.243
H 0.790 -2.162 -2.305 -0.161 -0.326 0.219
H -0.736 -1.929 -3.204 -0.406 -1.248 0.058
C 2.649 -5.832 -0.172 -0.152 0.630 0.183
C 1.685 -5.330 -1.280 0.177 0.609 0.617
C 2.468 -5.592 -2.542 -0.387 -1.186 0.265
O 3.126 -6.816 -2.224 0.428 -1.208 -0.844
C 3.446 -6.935 -0.843 0.094 0.934 0.011
H 2.182 -6.261 0.715 -0.304 0.480 -0.001
H 3.275 -4.992 0.127 0.084 -0.051 0.165
H 1.469 -4.266 -1.183 -0.180 0.050 0.198
H 0.742 -5.877 -1.280 0.070 -0.038 -0.097
H 3.175 -4.828 -2.866 0.228 0.239 0.405
H 1.816 -5.767 -3.398 0.012 -0.168 0.033
H 4.527 -6.859 -0.730 0.138 0.267 0.098
H 3.170 -7.852 -0.322 -0.261 -0.600 -1.009
C -4.610 1.104 1.124 0.797 -0.048 -0.013
C -6.113 1.315 1.271 -0.172 0.306 -0.582
C -6.382 2.191 0.055 1.315 0.079 -1.012
O -5.234 3.093 0.045 -0.915 0.651 -0.081
C -4.074 2.396 0.461 -1.209 -0.571 0.815
H -4.373 0.268 0.467 -0.239 -0.219 0.147
H -4.070 0.962 2.060 -0.185 -0.220 0.152
H -6.364 1.915 2.145 0.060 -0.189 0.194
H -6.695 0.393 1.260 0.034 -0.009 0.088
H -7.343 2.690 -0.064 0.282 0.580 0.793
H -6.299 1.680 -0.904 -0.044 -0.847 0.028
H -3.572 2.973 1.238 0.225 0.353 -0.369
H -3.413 2.165 -0.374 0.133 0.179 -0.135
C -3.194 -0.180 -2.971 -0.050 0.331 0.950
C -3.408 -0.697 -4.349 0.668 -0.470 -1.776
C -4.906 -0.942 -4.440 0.095 0.820 0.013
O -5.240 -1.411 -3.176 0.534 -0.586 2.461
C -4.299 -0.871 -2.168 -0.866 0.339 -1.240
H -3.283 0.906 -2.969 -0.244 0.077 0.144
H -2.211 -0.392 -2.548 0.110 -0.132 -0.142
H -2.870 -1.630 -4.515 -0.011 -0.187 0.064
H -3.012 0.011 -5.077 -0.193 -0.023 -0.240
H -5.305 -1.654 -5.162 0.496 -0.037 -0.156
H -5.427 0.004 -4.592 -0.077 0.353 -0.325
H -3.888 -1.662 -1.540 -0.394 -0.213 -0.046
H -4.851 -0.132 -1.587 -0.032 -0.216 0.271
C 0.297 4.335 -5.154 0.820 -0.124 -0.577
C 0.217 2.977 -4.382 1.609 0.226 -0.889
C -1.041 3.098 -3.668 -1.836 1.319 1.179
O -1.124 4.510 -3.396 -0.884 -0.266 2.033
C -0.752 5.243 -4.516 0.315 -1.249 -0.561
H 0.087 4.248 -6.220 0.180 -0.294 -0.036
H 1.296 4.758 -5.041 0.013 -0.048 -0.094
H 0.984 2.925 -3.610 0.291 0.168 -0.461
H 0.332 2.114 -5.039 -0.162 -0.013 0.003
H -1.094 2.685 -2.660 0.164 -0.525 -0.114
H -1.926 2.768 -4.212 -0.193 -0.038 -0.284
H -0.326 6.206 -4.237 -0.451 0.035 0.053
H -1.644 5.281 -5.141 0.056 0.744 -0.402
C 4.357 -2.500 -1.221 -1.077 -0.627 -0.384
C 5.490 -1.831 -1.938 0.866 0.255 -0.870
C 5.682 -0.474 -1.290 -1.216 -0.149 1.097
O 4.677 -0.476 -0.237 0.368 0.828 0.845
C 3.624 -1.379 -0.524 0.910 -0.197 0.039
H 4.692 -3.223 -0.477 0.076 0.014 -0.098
H 3.732 -3.008 -1.955 -0.116 -0.261 0.249
H 5.224 -1.639 -2.977 0.271 -0.472 -0.189
H 6.384 -2.447 -1.839 0.057 0.150 -0.476
H 5.437 0.389 -1.909 0.306 -0.129 -0.422
H 6.674 -0.350 -0.855 -0.173 0.147 0.210
H 2.856 -0.882 -1.116 -0.253 -0.001 -0.307
H 3.193 -1.766 0.399 -0.116 0.435 0.189
O 0.302 -5.651 3.971 0.399 0.876 -0.152
C 0.311 -4.460 3.778 -0.563 -1.672 -0.004
O 1.416 -3.767 3.495 1.025 0.916 -0.193
C 1.164 -2.339 3.371 -1.456 -0.349 0.953
C -0.293 -2.175 3.931 0.102 0.243 -0.536
C -0.882 -3.573 3.744 -0.762 0.522 0.474
H 1.212 -2.023 2.329 0.233 -0.166 0.018
H 1.858 -1.784 4.002 0.258 -0.223 -0.283
H -0.836 -1.374 3.429 0.014 -0.111 -0.398
H -0.317 -1.849 4.970 0.337 -0.390 0.149
H -1.428 -3.753 2.818 0.272 0.245 -0.339
H -1.617 -3.882 4.487 0.252 0.072 0.222
O 3.130 3.284 3.123 1.222 -1.609 -1.195
C 3.739 2.253 2.899 -1.426 1.884 1.655
O 5.006 2.232 2.453 0.301 0.589 -0.180
C 5.549 0.904 2.503 0.014 0.581 0.469
C 4.666 0.199 3.541 -0.279 -0.913 -1.168
C 3.307 0.866 3.326 0.159 -0.260 0.031
H 6.568 0.943 2.888 0.071 0.266 -0.294
H 5.528 0.582 1.462 -0.071 -0.763 0.426
H 5.069 0.332 4.545 -0.106 0.009 -0.080
H 4.644 -0.853 3.258 -0.021 -0.207 0.488
H 2.626 0.916 4.176 0.339 0.258 0.191
H 2.720 0.359 2.559 0.203 0.086 -0.408
O 0.836 3.321 4.748 -2.877 -1.973 0.115
C -0.224 2.702 4.863 4.146 3.169 0.846
O -1.054 3.024 5.892 -1.585 -0.906 -0.471
C -2.154 2.037 5.903 2.039 -0.340 0.390
C -1.511 0.831 5.178 -1.195 0.438 0.337
C -0.680 1.511 4.128 -0.416 -0.820 -0.547
H -3.044 2.415 5.400 0.028 0.141 0.199
H -2.281 1.740 6.944 -0.603 0.513 -0.063
H -2.342 0.248 4.783 0.411 -0.576 0.050
H -0.867 0.310 5.886 -0.280 -0.307 -0.055
H -1.350 1.785 3.313 0.188 0.228 -0.324
H 0.156 0.923 3.750 -0.044 0.232 -0.093
O 4.091 5.419 -2.012 -0.984 -2.017 0.774
C 3.655 4.353 -1.604 1.347 2.511 -0.300
O 2.878 3.568 -2.394 0.415 -0.564 -0.494
C 2.769 2.289 -1.796 -1.201 -1.280 0.707
C 2.949 2.505 -0.306 -0.754 -1.017 0.537
C 3.870 3.693 -0.255 -0.079 -0.334 0.135
H 3.407 1.479 -2.151 1.034 0.678 -0.516
H 1.808 1.829 -2.024 -0.539 0.541 -0.042
H 3.326 1.601 0.171 0.470 0.048 -0.129
H 2.000 2.625 0.216 -0.173 0.612 -0.206
H 4.872 3.269 -0.194 0.329 0.580 -0.029
H 3.669 4.338 0.600 0.233 0.196 -0.237
O 1.034 5.021 2.687 -2.577 -0.396 -4.297
C 0.472 4.847 1.583 2.478 1.112 2.604
O 0.973 5.399 0.433 0.470 0.064 0.057
C 0.263 5.014 -0.779 -0.138 0.396 1.089
C -1.051 4.449 -0.244 -0.052 -0.437 0.207
C -0.726 4.026 1.180 0.311 -0.144 0.836
H 0.884 4.327 -1.355 -0.154 -0.020 0.084
H 0.083 5.924 -1.350 0.238 -0.167 -0.044
H -1.370 3.558 -0.785 -0.357 0.463 -0.297
H -1.786 5.255 -0.247 -0.256 -0.355 -0.165
H -0.369 2.998 1.226 -0.001 -0.265 -0.071
H -1.498 4.115 1.945 -0.167 0.144 -0.222
O -4.993 -4.727 4.384 0.433 3.507 -1.125
C -4.898 -3.535 4.032 -1.822 -3.514 2.429
O -3.993 -3.109 3.184 1.662 -0.434 -1.056
C -4.126 -1.736 2.873 -1.007 0.496 -0.095
C -4.897 -1.160 4.037 -0.962 -0.254 0.052
C -5.797 -2.369 4.470 1.362 0.524 -0.332
H -4.761 -1.638 1.993 0.238 -0.130 -0.366
H -3.174 -1.238 2.689 0.167 -0.444 0.049
H -5.504 -0.331 3.674 0.203 0.265 0.429
H -4.191 -0.876 4.817 -0.364 0.124 0.218
H -6.716 -2.449 3.889 -0.047 0.177 -0.015
H -6.039 -2.350 5.532 0.073 -0.342 -0.181
```
Forces are in eV/Å.

Calculated values
Expectation value of S²: 0.754
LUMO energy (spin up / spin down), Ha: 0.0003 / -0.1081
Multiplicity: 2

=====

A cluster of 10 separate species, C50H91IO31 in total, computed with ωB97M-V with the def2-TZVPD basis set.

```
173
Properties=species:S:1:pos:R:3:forces:R:3
C 2.070 -4.333 -4.621 -0.132 0.088 0.341
C 0.920 -4.136 -3.668 -0.200 0.060 -0.012
C 0.260 -5.216 -3.082 0.029 0.173 -0.061
C -0.794 -5.007 -2.204 0.080 0.052 -0.135
C -1.246 -3.729 -1.884 0.177 0.143 0.072
C -2.428 -3.517 -0.960 -0.205 -0.318 -0.043
C -2.310 -4.306 0.347 -0.228 0.244 0.149
C -3.714 -3.916 -1.707 0.407 0.088 -0.170
C -0.588 -2.656 -2.485 0.144 -0.203 -0.054
O -0.990 -1.386 -2.162 -0.332 0.020 0.091
C -1.241 -0.515 -3.253 0.244 0.023 0.057
C -2.067 0.656 -2.725 -0.041 0.202 -0.033
C -3.522 0.705 -3.201 -0.018 -0.006 0.258
C -4.549 0.437 -2.080 -0.165 -0.158 -0.369
C -5.523 -0.704 -2.393 0.083 0.042 0.203
I -5.675 2.247 -1.691 0.200 -0.028 0.179
O -1.475 1.908 -3.150 0.047 0.011 -0.051
C -0.303 2.238 -2.581 -0.190 0.097 -0.124
O 0.247 1.596 -1.735 0.125 -0.084 0.018
O 0.166 3.378 -3.126 0.010 -0.144 0.221
C -0.395 4.593 -2.568 -0.125 0.090 -0.156
C 0.651 5.347 -1.774 0.213 0.067 -0.002
C 1.885 5.641 -2.658 -0.129 0.048 0.045
C 1.072 4.644 -0.478 0.002 0.039 0.126
C -0.045 4.202 0.477 0.271 0.039 0.329
C 0.421 3.044 1.380 -0.435 -0.021 -0.116
C -0.501 5.394 1.329 -0.173 -0.216 -0.233
C 0.480 -2.854 -3.356 -0.125 -0.102 0.011
H 2.730 -5.109 -4.235 0.101 -0.021 -0.152
H 2.629 -3.402 -4.702 0.120 -0.064 -0.111
H 1.729 -4.622 -5.616 0.010 -0.058 -0.032
H 0.580 -6.222 -3.326 -0.022 -0.053 0.063
H -1.288 -5.863 -1.763 -0.006 -0.052 0.012
H -2.490 -2.460 -0.707 0.040 0.052 -0.073
H -1.994 -5.336 0.194 0.023 -0.045 -0.003
H -3.285 -4.339 0.839 0.012 -0.031 0.019
H -1.627 -3.820 1.045 0.161 -0.093 -0.086
H -3.786 -3.370 -2.651 -0.075 0.011 0.040
H -3.671 -4.976 -1.961 -0.144 -0.071 0.082
H -4.602 -3.715 -1.108 -0.045 -0.079 0.030
H -1.762 -1.065 -4.042 -0.036 0.031 -0.033
H -0.304 -0.128 -3.662 0.013 -0.027 -0.029
H -2.032 0.608 -1.637 0.156 0.053 0.028
H -3.691 -0.013 -4.004 0.054 -0.038 -0.027
H -3.684 1.694 -3.620 -0.009 -0.039 -0.123
H -4.030 0.222 -1.151 -0.100 0.178 0.132
H -5.138 -1.633 -1.966 0.043 0.024 -0.182
H -5.642 -0.831 -3.467 -0.072 0.018 -0.037
H -6.505 -0.540 -1.959 -0.014 -0.006 0.037
H -1.269 4.336 -1.971 -0.045 0.039 0.009
H -0.740 5.196 -3.409 0.048 -0.048 -0.060
H 0.205 6.311 -1.513 -0.211 -0.074 0.028
H 1.795 5.182 -3.641 -0.010 -0.046 -0.016
H 2.018 6.712 -2.808 0.078 0.007 0.034
H 2.788 5.239 -2.201 0.063 0.048 -0.004
H 1.695 5.358 0.074 0.160 -0.077 -0.030
H 1.721 3.800 -0.722 -0.124 -0.080 -0.113
H -0.909 3.829 -0.076 0.043 0.039 -0.186
H 0.816 3.408 2.329 0.233 -0.013 -0.038
H 1.153 2.417 0.874 0.069 0.007 0.050
H -0.429 2.400 1.618 0.019 0.011 0.107
H -1.457 5.193 1.816 0.015 0.019 0.075
H -0.618 6.291 0.717 -0.050 0.045 0.048
H 0.239 5.592 2.104 0.025 0.116 0.014
H 0.974 -1.992 -3.788 0.047 -0.007 0.015
C 2.766 0.024 4.837 0.010 -0.099 -0.030
O 2.777 0.620 6.139 0.000 -0.009 0.012
C 2.625 1.943 6.132 0.035 -0.012 0.058
O 2.494 2.631 5.153 -0.020 0.025 -0.108
O 2.647 2.379 7.390 -0.029 -0.020 -0.010
C 2.457 3.794 7.510 0.051 0.163 0.106
H 2.897 -1.041 5.001 0.001 0.006 0.033
H 1.819 0.212 4.337 0.007 0.042 -0.013
H 3.582 0.413 4.231 -0.017 0.037 -0.013
H 1.483 4.083 7.120 0.013 0.001 -0.054
H 3.240 4.333 6.980 -0.028 0.015 -0.037
H 2.512 4.016 8.571 0.004 -0.077 0.015
C -0.106 -7.497 -10.498 0.045 -0.168 -0.149
O 0.233 -6.874 -9.255 0.046 -0.018 -0.007
C -0.734 -6.117 -8.737 0.040 -0.003 0.032
O -1.818 -5.929 -9.222 -0.054 0.008 -0.028
O -0.292 -5.608 -7.588 0.036 0.002 0.028
C -1.234 -4.766 -6.915 -0.017 0.132 0.205
H 0.766 -8.075 -10.791 0.026 0.022 0.036
H -0.960 -8.161 -10.372 -0.045 0.046 0.006
H -0.332 -6.756 -11.262 -0.038 0.061 0.060
H -2.133 -5.322 -6.657 -0.017 -0.016 -0.071
H -1.495 -3.909 -7.532 -0.030 -0.043 -0.059
H -0.740 -4.431 -6.007 0.031 -0.039 -0.007
C 1.975 -14.172 -10.643 0.008 -0.100 -0.021
O 1.853 -13.430 -9.426 0.002 -0.009 0.016
C 1.764 -12.113 -9.594 -0.009 -0.026 0.041
O 1.777 -11.535 -10.650 -0.004 0.029 -0.056
O 1.655 -11.542 -8.396 0.026 -0.009 0.002
C 1.559 -10.116 -8.441 -0.034 0.156 0.120
H 2.037 -15.214 -10.346 -0.002 0.010 0.032
H 1.104 -14.014 -11.276 0.010 0.037 -0.016
H 2.875 -13.881 -11.180 -0.014 0.036 -0.018
H 0.679 -9.811 -9.002 0.016 -0.005 -0.037
H 2.451 -9.684 -8.891 -0.017 -0.010 -0.058
H 1.470 -9.784 -7.412 0.001 -0.072 0.023
C -0.743 -8.503 2.837 0.163 0.017 -0.009
O -1.852 -9.153 3.468 0.015 -0.012 0.027
C -3.041 -8.738 3.037 0.047 -0.039 0.022
O -3.230 -7.904 2.191 -0.058 0.072 -0.062
O -3.985 -9.403 3.701 0.004 -0.012 0.012
C -5.321 -9.051 3.331 -0.091 -0.033 0.030
H 0.151 -8.936 3.274 -0.035 -0.041 0.025
H -0.748 -8.683 1.765 -0.034 0.026 -0.011
H -0.767 -7.432 3.031 -0.048 0.013 -0.041
H -5.496 -9.263 2.278 0.018 0.034 -0.017
H -5.508 -7.998 3.528 0.018 0.017 -0.034
H -5.969 -9.667 3.948 0.027 -0.013 0.014
C 2.647 -10.939 3.129 -0.047 -0.028 0.073
O 2.393 -10.022 2.060 -0.042 0.001 0.048
C 3.334 -10.006 1.115 -0.049 0.050 -0.010
O 4.331 -10.676 1.104 0.050 -0.035 -0.002
O 2.976 -9.118 0.190 -0.018 0.010 -0.004
C 3.902 -8.991 -0.894 0.003 0.056 -0.085
H 1.804 -10.841 3.808 -0.013 0.018 -0.021
H 2.705 -11.958 2.753 0.044 0.000 -0.015
H 3.571 -10.682 3.642 0.030 -0.019 -0.030
H 4.007 -9.938 -1.419 0.026 -0.020 0.026
H 4.873 -8.663 -0.531 0.015 -0.036 0.015
H 3.478 -8.241 -1.555 -0.026 0.006 0.021
C 6.990 4.694 6.648 0.038 -0.093 -0.009
O 7.518 6.019 6.763 0.012 0.009 0.012
C 6.593 6.974 6.820 0.064 0.045 -0.019
O 5.402 6.803 6.780 -0.142 -0.101 -0.023
O 7.202 8.151 6.926 0.018 0.000 0.009
C 6.308 9.268 6.993 0.005 0.178 -0.008
H 7.853 4.037 6.611 0.020 0.026 0.002
H 6.373 4.452 7.511 -0.032 0.019 -0.009
H 6.404 4.592 5.737 -0.036 0.018 0.013
H 5.665 9.195 7.868 -0.046 -0.052 -0.027
H 5.696 9.325 6.094 -0.065 -0.055 0.033
H 6.938 10.149 7.070 0.057 -0.044 0.006
C -9.432 6.412 -6.028 -0.017 0.086 -0.050
O -9.798 5.977 -4.716 -0.009 0.015 0.011
C -9.387 4.745 -4.414 -0.022 0.030 0.025
O -8.762 4.016 -5.139 0.028 -0.037 -0.036
O -9.787 4.463 -3.177 -0.005 0.003 0.012
C -9.405 3.161 -2.721 -0.012 -0.089 0.101
H -9.830 7.417 -6.125 -0.012 -0.003 0.030
H -8.350 6.426 -6.139 0.007 -0.041 -0.008
H -9.868 5.762 -6.783 0.028 -0.032 0.001
H -8.321 3.055 -2.711 -0.091 0.022 -0.082
H -9.839 2.389 -3.355 0.028 0.013 -0.042
H -9.796 3.073 -1.712 -0.011 0.054 -0.003
C 0.185 9.569 7.363 -0.072 0.022 0.047
O 0.367 8.644 6.286 -0.017 -0.006 0.000
C 1.601 8.615 5.786 -0.039 -0.060 0.001
O 2.527 9.285 6.169 0.067 0.088 -0.008
O 1.635 7.727 4.800 -0.031 0.002 0.001
C 2.918 7.583 4.179 0.127 -0.081 -0.056
H -0.855 9.475 7.658 -0.005 -0.021 -0.021
H 0.834 9.316 8.199 0.033 0.015 -0.012
H 0.386 10.587 7.035 0.035 0.000 0.002
H 3.656 7.245 4.905 0.003 0.045 0.021
H 3.234 8.527 3.739 0.008 0.021 0.034
H 2.790 6.836 3.401 -0.066 -0.014 0.023
C 3.459 11.970 7.624 -0.013 -0.119 -0.141
O 3.959 12.562 8.830 0.051 0.016 -0.025
C 3.031 13.170 9.561 0.045 -0.016 0.016
O 1.859 13.246 9.296 -0.062 -0.001 -0.011
O 3.617 13.683 10.643 0.018 0.002 0.008
C 2.725 14.370 11.524 0.016 0.046 0.086
H 4.305 11.498 7.135 0.069 0.039 0.080
H 2.713 11.212 7.843 -0.025 0.029 0.012
H 3.036 12.731 6.972 -0.051 0.010 0.034
H 1.958 13.695 11.897 -0.027 0.001 -0.033
H 2.256 15.211 11.016 -0.031 -0.021 -0.021
H 3.340 14.726 12.345 0.026 -0.013 -0.014
```
Forces are in eV/Å.

Calculated values
LUMO energy, Ha: 0.0151
Structure (SMILES): Cc1ccc(C(C)C)c(OC[C@H](C[C@H](C)I)OC(=O)OC[C@H](C)CC(C)C)c1.COC(=O)OC.COC(=O)OC.COC(=O)OC.COC(=O)OC.COC(=O)OC.COC(=O)OC.COC(=O)OC.COC(=O)OC.COC(=O)OC

=====

DFT total energy readings, ordered: -92189.2084 -124899.7452 eV